1.
4 unconnected molecules or ions with the total composition C26H32BN3O14P in a non-equilibrium geometry, computed with ωB97M-V/def2-TZVPD.

Results
E_LUMO: -4.8 eV
HOMO: -0.3917 Ha
frontier orbital gap: 5.9 eV
electronic energy: -70567.829 eV

Geometry as ORCA input:
```
! wB97M-V def2-TZVPD RIJCOSX def2/J DEFGRID3
* xyz 1 1
P -1.072 -1.991 2.351
O -0.060 -0.818 -2.615
O 1.603 -6.003 -2.526
O -0.664 3.156 -1.692
O -0.153 -6.835 -1.393
O -2.732 -1.912 2.522
O -5.964 -0.608 1.391
O -3.899 -0.626 0.474
O -1.668 -5.572 1.861
O 3.524 7.337 1.782
O -0.141 -4.579 -5.642
O -0.338 -2.860 3.600
O -0.262 -4.553 -4.281
O 1.443 8.104 2.223
O 0.182 4.548 -0.125
N 0.759 -6.038 1.880
N -0.457 -1.610 -0.384
N 4.896 -6.678 -0.615
C -5.073 -0.343 0.410
C 0.121 -4.390 -1.184
C -7.068 0.765 -0.152
C 4.402 7.341 3.954
C -0.699 -0.216 -0.043
C 3.681 -6.809 -1.278
C 4.643 -4.111 -0.930
C 0.145 5.966 0.118
C -7.283 -0.245 0.952
C 2.824 -5.715 -1.849
C 0.510 -3.453 -3.730
C 2.892 7.459 4.046
C 0.482 -5.837 -1.670
C -0.434 0.927 0.318
C 4.600 6.792 2.558
C -0.091 6.593 -1.237
C -5.762 0.300 -0.765
C 2.505 7.695 2.609
C -0.468 4.272 -1.285
C 3.336 -4.289 -1.687
C 5.319 -5.364 -0.448
C -0.277 -4.052 0.260
C -0.562 -2.615 0.639
C -0.935 5.547 -1.939
C -0.131 -1.880 -1.725
C 0.168 -3.275 -2.194
B -0.384 -5.242 1.358
H 0.861 6.709 -1.763
H 4.842 6.714 4.730
H -5.179 1.135 -1.153
H -0.952 -0.483 -2.853
H -0.746 5.529 -3.011
H 0.796 -4.379 -5.873
H -0.564 7.574 -1.180
H 2.816 -3.379 -2.090
H -2.001 5.680 -1.738
H 1.623 -3.628 -3.920
H 4.852 8.335 4.028
H -3.085 -1.094 2.070
H 0.581 -3.121 3.389
H 0.213 -2.534 -4.342
H -6.937 1.762 0.278
H 5.004 -3.058 -0.787
H -0.170 1.990 0.590
H 4.534 5.701 2.528
H -7.895 0.811 -0.860
H 1.628 -5.487 1.880
H 1.087 6.288 0.558
H 3.298 -7.871 -1.430
H -7.792 -1.146 0.600
H 5.554 7.100 2.129
H 6.296 -5.218 0.119
H -0.665 6.178 0.821
H -5.920 -0.452 -1.541
H 2.591 8.295 4.675
H 2.432 6.531 4.391
H -7.845 0.174 1.787
H -1.577 -6.036 2.719
H 0.860 -6.901 1.333
*
```

The computed Mulliken charges, all in e, follow: atom 1 (P): 0.09, atom 2 (O): -0.47, atom 3 (O): -0.33, atom 4 (O): -0.58, atom 5 (O): -0.48, atom 6 (O): -0.35, atom 7 (O): -0.36, atom 8 (O): -0.54, atom 9 (O): -0.64, atom 10 (O): -0.37, atom 11 (O): -0.43, atom 12 (O): -0.45, atom 13 (O): -0.12, atom 14 (O): -0.57, atom 15 (O): -0.31, atom 16 (N): -0.53, atom 17 (N): 0.28, atom 18 (N): -0.49, atom 19 (C): 0.46, atom 20 (C): 0.35, atom 21 (C): -0.52, atom 22 (C): -0.49, atom 23 (C): -1.16, atom 24 (C): -0.28, atom 25 (C): -0.65, atom 26 (C): -0.02, atom 27 (C): -0.45, atom 28 (C): 0.50, atom 29 (C): -0.44, atom 30 (C): -0.47, atom 31 (C): -0.26, atom 32 (C): 0.28, atom 33 (C): -0.39, atom 34 (C): -0.58, atom 35 (C): -0.40, atom 36 (C): 0.63, atom 37 (C): 0.51, atom 38 (C): 0.17, atom 39 (C): -0.21, atom 40 (C): 0.44, atom 41 (C): -0.10, atom 42 (C): -0.41, atom 43 (C): 0.29, atom 44 (C): 0.25, atom 45 (B): 0.95, atom 46 (H): 0.28, atom 47 (H): 0.32, atom 48 (H): 0.28, atom 49 (H): 0.39, atom 50 (H): 0.32, atom 51 (H): 0.36, atom 52 (H): 0.35, atom 53 (H): 0.21, atom 54 (H): 0.26, atom 55 (H): 0.27, atom 56 (H): 0.27, atom 57 (H): 0.44, atom 58 (H): 0.33, atom 59 (H): 0.56, atom 60 (H): 0.28, atom 61 (H): 0.35, atom 62 (H): 0.45, atom 63 (H): 0.26, atom 64 (H): 0.33, atom 65 (H): 0.24, atom 66 (H): -0.10, atom 67 (H): 0.39, atom 68 (H): 0.27, atom 69 (H): 0.30, atom 70 (H): 0.32, atom 71 (H): 0.26, atom 72 (H): 0.28, atom 73 (H): 0.30, atom 74 (H): 0.25, atom 75 (H): 0.32, atom 76 (H): 0.32, atom 77 (H): 0.24



2.
A molecular structure, C26H32Br42N3O4PS in a non-equilibrium geometry, computed with ωB97M-V/def2-TZVPD.

Results
E_LUMO: -1.6 eV
HOMO: -0.3252 Ha
frontier orbital gap: 7.2 eV
electronic energy: -3002040.424 eV

Geometry as ORCA input:
```
! wB97M-V def2-TZVPD RIJCOSX def2/J DEFGRID3
* xyz 0 1
Br 10.163 -3.065 -2.404
Br 7.886 -7.553 -6.879
Br -2.151 -6.161 5.783
Br -7.025 1.404 9.023
Br 5.901 0.015 -2.583
Br -1.684 11.675 -5.993
Br -2.258 -3.491 3.236
Br 8.604 0.666 -0.973
Br 6.596 -1.594 0.109
Br 12.719 -4.323 -6.152
Br -5.910 3.813 10.831
Br -4.916 -6.484 4.179
Br 12.503 -1.197 -3.573
Br 0.769 -2.748 2.421
Br -6.339 4.242 7.676
Br -2.425 8.869 -4.613
Br -8.925 -1.279 11.342
Br 17.542 -2.025 -6.710
Br 4.104 -2.001 4.095
Br -1.301 11.288 -2.825
Br 8.428 -7.793 -3.720
Br -8.352 -1.566 14.490
Br -8.435 -5.842 10.714
Br -8.407 -7.471 7.945
Br -4.483 2.417 3.174
Br 15.399 -0.459 -4.900
Br 9.745 -1.518 -5.193
Br -5.307 -2.506 -4.294
Br 10.320 -3.907 -8.249
Br 12.968 -2.099 -8.458
Br 9.018 -5.028 -5.247
Br 6.118 0.250 3.001
Br -0.379 -1.903 5.302
Br -5.019 -0.305 -6.618
Br 15.968 -3.576 -4.378
Br 3.405 -0.393 1.397
Br -4.110 -0.749 3.609
Br -6.285 -5.111 8.443
Br -4.487 -8.022 6.966
Br -5.514 1.030 5.884
Br -7.801 1.230 13.006
Br -7.684 -2.087 -6.414
S -2.958 4.644 -6.045
P -2.462 6.773 -1.473
O -3.925 7.619 -1.713
O -1.903 6.944 -0.054
O -2.704 4.158 0.441
O -1.240 7.353 -2.550
N -3.066 3.063 -5.396
N -2.809 5.615 -4.618
N -1.860 -0.169 -3.761
C -7.346 -6.516 9.258
C -4.065 -6.445 5.921
C -1.553 0.346 -0.141
C 12.237 -3.828 -7.965
C -5.769 -2.022 -6.115
C -1.092 0.543 -4.825
C -3.181 0.486 -3.506
C 15.893 -2.156 -5.698
C -3.002 3.167 -3.954
C -3.060 1.965 -2.911
C -2.334 10.793 -4.391
C 10.588 -1.483 -3.444
C -2.716 4.945 -1.963
C 6.758 0.086 -0.844
C -5.208 0.808 3.982
C -2.978 1.140 -0.261
C 8.975 -6.962 -5.386
C -2.794 3.781 -0.952
C -6.956 3.328 9.271
C -0.444 -3.206 3.866
C 4.269 -0.323 3.135
C -7.828 -0.702 12.834
C -4.223 0.125 -0.314
C -2.961 2.254 -1.401
C -1.104 0.393 1.431
C -2.839 4.680 -3.526
H -4.475 -5.590 6.456
H -2.043 0.390 2.106
H -3.849 -0.222 -2.915
H -6.179 0.631 3.521
H -7.976 3.661 9.455
H 12.688 -4.565 -8.627
H 9.994 -7.290 -5.586
H -0.658 1.546 -4.445
H -0.740 0.908 -0.737
H -3.072 1.710 0.742
H -3.351 11.143 -4.225
H -4.855 0.171 0.647
H -1.641 -0.758 -0.415
H -1.733 0.797 -5.737
H -0.504 1.345 1.681
H -1.801 3.880 0.723
H -6.807 -1.017 12.620
H -0.625 6.578 -2.623
H -6.648 -7.234 9.687
H 15.105 -2.418 -6.404
H -0.498 -0.549 1.693
H 3.744 0.431 3.719
H -3.682 0.600 -4.546
H -4.439 7.578 -0.871
H -0.100 -4.153 4.279
H 10.173 -0.630 -2.910
H -1.296 -0.074 -2.903
H -5.319 -2.770 -6.766
H -3.824 -0.961 -0.372
H -0.188 -0.077 -5.171
H 6.228 0.836 -0.258
H -4.925 0.261 -1.203
*
```

These are the Mulliken partial charges, in e, on atoms 1 to 99: atom 1 (Br): 0.00, atom 2 (Br): -0.03, atom 3 (Br): -0.01, atom 4 (Br): 0.01, atom 5 (Br): -0.01, atom 6 (Br): -0.06, atom 7 (Br): 0.00, atom 8 (Br): -0.04, atom 9 (Br): 0.00, atom 10 (Br): 0.02, atom 11 (Br): -0.03, atom 12 (Br): -0.02, atom 13 (Br): 0.08, atom 14 (Br): -0.07, atom 15 (Br): -0.05, atom 16 (Br): 0.05, atom 17 (Br): -0.03, atom 18 (Br): -0.05, atom 19 (Br): -0.02, atom 20 (Br): -0.04, atom 21 (Br): -0.05, atom 22 (Br): -0.05, atom 23 (Br): -0.03, atom 24 (Br): 0.00, atom 25 (Br): 0.00, atom 26 (Br): -0.05, atom 27 (Br): -0.04, atom 28 (Br): -0.02, atom 29 (Br): -0.05, atom 30 (Br): -0.04, atom 31 (Br): 0.08, atom 32 (Br): -0.05, atom 33 (Br): -0.01, atom 34 (Br): -0.01, atom 35 (Br): -0.02, atom 36 (Br): -0.01, atom 37 (Br): 0.01, atom 38 (Br): 0.05, atom 39 (Br): -0.02, atom 40 (Br): 0.02, atom 41 (Br): 0.00, atom 42 (Br): -0.03, atom 43 (S): 0.11, atom 44 (P): 1.06, atom 45 (O): -0.52, atom 46 (O): -0.68, atom 47 (O): -0.55, atom 48 (O): -0.47, atom 49 (N): -0.37, atom 50 (N): -0.27, atom 51 (N): -0.37, atom 52 (C): -0.35, atom 53 (C): -0.04, atom 54 (C): -0.77, atom 55 (C): -0.34, atom 56 (C): -0.36, atom 57 (C): -0.70, atom 58 (C): 0.52, atom 59 (C): 0.35, atom 60 (C): 0.35, atom 61 (C): 0.34, atom 62 (C): -0.33, atom 63 (C): 0.10, atom 64 (C): 0.33, atom 65 (C): -0.25, atom 66 (C): -0.42, atom 67 (C): 1.50, atom 68 (C): -0.34, atom 69 (C): -0.77, atom 70 (C): -0.29, atom 71 (C): -0.31, atom 72 (C): -0.31, atom 73 (C): -0.30, atom 74 (C): -1.13, atom 75 (C): -0.20, atom 76 (C): 0.15, atom 77 (C): 0.04, atom 78 (H): 0.05, atom 79 (H): -0.13, atom 80 (H): -0.07, atom 81 (H): 0.42, atom 82 (H): 0.36, atom 83 (H): 0.44, atom 84 (H): 0.34, atom 85 (H): 0.22, atom 86 (H): 0.29, atom 87 (H): 0.06, atom 88 (H): 0.36, atom 89 (H): -0.02, atom 90 (H): 0.40, atom 91 (H): 0.23, atom 92 (H): 0.22, atom 93 (H): 0.30, atom 94 (H): 0.36, atom 95 (H): 0.33, atom 96 (H): 0.36, atom 97 (H): -0.30, atom 98 (H): -0.38, atom 99 (H): 0.39



3.
A molecular structure, C26H32ClO4Pt in a non-equilibrium geometry, computed with ωB97M-V/def2-TZVPD.

Results
E_LUMO (alpha / beta): 2.5 / 2.5 eV
HOMO (alpha / beta): -0.0991 / -0.1353 Ha
frontier orbital gap (alpha / beta): 5.2 / 6.1 eV
electronic energy: -51434.903 eV

Geometry as ORCA input:
```
! wB97M-V def2-TZVPD RIJCOSX def2/J DEFGRID3
* xyz -1 3
Pt 0.508 0.163 2.271
Cl -0.226 -2.303 8.687
O 0.085 -0.966 -4.053
O 2.384 -3.523 2.715
O -1.531 0.573 -2.267
O 1.613 -1.520 2.150
C -1.342 -0.299 3.085
C 1.781 -2.502 3.020
C 1.281 -2.050 -5.894
C 0.359 -0.967 -6.477
C 1.233 -2.393 4.424
C -0.109 2.250 -2.765
C 1.050 2.328 2.563
C -2.067 2.846 -1.401
C 0.858 2.729 1.188
C 1.074 -1.169 5.096
C 2.457 1.038 1.173
C -1.215 -1.237 1.933
C 0.545 -1.125 6.395
C -2.291 0.682 1.215
C -0.167 -0.207 -5.263
C -1.773 0.980 2.505
C 1.125 -1.946 -4.364
C 2.204 1.388 2.572
C 1.020 -3.591 5.126
C 1.736 1.986 0.360
C 0.309 -2.332 7.075
C -2.662 1.973 -3.761
C -0.100 0.797 -2.280
C -1.668 2.001 -2.596
C -1.863 -0.595 0.811
C 0.570 -3.565 6.452
H 2.088 -1.613 -3.925
H 0.202 3.546 0.873
H -2.093 -1.060 -0.140
H -2.808 2.317 -0.798
H 0.895 -0.276 -7.128
H 1.407 -0.224 4.622
H 2.320 -1.862 -6.184
H 1.041 -3.061 -6.242
H 0.355 0.563 -1.317
H 0.818 -2.893 -3.874
H 1.923 2.175 -0.698
H 0.447 -4.492 7.006
H -1.193 3.018 -0.738
H 3.240 0.352 0.841
H 0.329 0.773 -5.155
H 0.344 2.954 -2.059
H -1.361 -0.559 4.140
H -2.834 2.976 -4.191
H -1.235 -0.016 -5.348
H 0.315 2.388 -3.785
H -0.421 -1.428 -7.083
H -3.018 1.294 0.692
H 0.306 0.152 -3.102
H 0.621 2.800 3.449
H 1.253 -4.540 4.638
H -1.942 1.905 3.059
H -1.025 -2.307 2.051
H 0.363 -0.156 6.884
H -2.309 1.258 -4.527
H -3.592 1.577 -3.325
H 2.855 1.187 3.424
H -2.465 3.808 -1.753
*
```

The computed natural (NBO) charges, all in e, follow: atom 1 (Pt): 0.91, atom 2 (Cl): 0.00, atom 3 (O): -0.52, atom 4 (O): -0.67, atom 5 (O): -0.57, atom 6 (O): -0.76, atom 7 (C): -0.40, atom 8 (C): 0.74, atom 9 (C): -0.43, atom 10 (C): -0.43, atom 11 (C): -0.09, atom 12 (C): -0.47, atom 13 (C): -0.36, atom 14 (C): -0.63, atom 15 (C): -0.30, atom 16 (C): -0.18, atom 17 (C): -0.33, atom 18 (C): -0.36, atom 19 (C): -0.26, atom 20 (C): -0.32, atom 21 (C): -0.07, atom 22 (C): -0.27, atom 23 (C): -0.07, atom 24 (C): -0.40, atom 25 (C): -0.17, atom 26 (C): -0.30, atom 27 (C): -0.06, atom 28 (C): -0.62, atom 29 (C): -0.12, atom 30 (C): 0.27, atom 31 (C): -0.25, atom 32 (C): -0.26, atom 33 (H): 0.18, atom 34 (H): 0.20, atom 35 (H): 0.22, atom 36 (H): 0.22, atom 37 (H): 0.21, atom 38 (H): 0.24, atom 39 (H): 0.21, atom 40 (H): 0.21, atom 41 (H): 0.20, atom 42 (H): 0.20, atom 43 (H): 0.21, atom 44 (H): 0.21, atom 45 (H): 0.23, atom 46 (H): 0.23, atom 47 (H): 0.17, atom 48 (H): 0.21, atom 49 (H): 0.23, atom 50 (H): 0.19, atom 51 (H): 0.19, atom 52 (H): 0.18, atom 53 (H): 0.21, atom 54 (H): 0.20, atom 55 (H): 0.24, atom 56 (H): 0.22, atom 57 (H): 0.24, atom 58 (H): 0.21, atom 59 (H): 0.23, atom 60 (H): 0.22, atom 61 (H): 0.20, atom 62 (H): 0.22, atom 63 (H): 0.22, atom 64 (H): 0.20



- What is the formula in the first record?
  C26H32BN3O14P